Entry 1:
{
  "formula": "C27H22AsN4O9SZn",
  "method": "ωB97M-V/def2-TZVPD",
  "charge": -1,
  "homo_ev": -5.02,
  "multiplicity": 1,
  "elements": ["Zn", "C", "O", "C", "O", "N", "N", "H", "H", "H", "H", "H", "H", "O", "C", "O", "C", "C", "C", "C", "C", "C", "O", "N", "O", "O", "N", "O", "O", "H", "H", "S", "C", "C", "C", "C", "C", "C", "As", "C", "C", "C", "C", "C", "C", "C", "C", "C", "C", "C", "C", "H", "H", "H", "H", "H", "H", "H", "H", "H", "H", "H", "H", "H", "H"],
  "positions_angstrom": [[-0.901, 0.537, 1.121], [-2.039, -2.470, 3.448], [-0.759, -2.844, 2.800], [-0.560, -2.338, 1.600], [-1.395, -1.580, 0.998], [0.636, -2.745, 1.096], [1.118, -2.088, -0.071], [-2.046, -3.061, 4.363], [-2.871, -2.757, 2.799], [-2.018, -1.393, 3.632], [1.322, -3.073, 1.790], [1.804, -2.718, -0.499], [1.632, -1.277, 0.316], [-1.450, 1.947, 4.710], [-0.840, 1.281, 3.858], [-1.466, 0.565, 2.933], [0.666, 1.177, 3.905], [1.261, 1.713, 5.083], [2.610, 1.503, 5.242], [3.427, 0.750, 4.402], [2.776, 0.256, 3.288], [1.426, 0.524, 2.917], [0.978, 0.233, 1.695], [3.593, -0.646, 2.478], [4.836, -0.524, 2.548], [2.988, -1.533, 1.760], [3.253, 2.067, 6.426], [2.527, 2.738, 7.221], [4.487, 1.840, 6.591], [0.671, 2.243, 5.834], [4.476, 0.546, 4.595], [-1.461, 2.573, 0.131], [-2.554, 1.992, -1.070], [-3.789, 2.665, -1.257], [-4.726, 2.203, -2.195], [-4.415, 1.066, -2.953], [-3.188, 0.413, -2.818], [-2.260, 0.885, -1.897], [-0.563, -0.008, -1.482], [-0.701, -1.475, -2.786], [-0.011, -1.511, -4.011], [-0.218, -2.592, -4.879], [-1.111, -3.618, -4.544], [-1.772, -3.569, -3.314], [-1.569, -2.506, -2.424], [0.723, 1.150, -2.402], [2.040, 0.676, -2.457], [3.037, 1.473, -3.018], [2.729, 2.744, -3.518], [1.410, 3.207, -3.463], [0.398, 2.420, -2.886], [-3.976, 3.531, -0.632], [-5.678, 2.719, -2.326], [-5.124, 0.665, -3.672], [-2.946, -0.431, -3.455], [0.659, -0.701, -4.302], [0.348, -2.625, -5.809], [-1.266, -4.459, -5.224], [-2.448, -4.378, -3.014], [-2.080, -2.490, -1.463], [2.307, -0.320, -2.096], [4.050, 1.076, -3.039], [3.508, 3.371, -3.951], [1.142, 4.201, -3.811], [-0.634, 2.775, -2.840]]
}

Entry 2:
{
  "formula": "C4H12",
  "method": "ωB97M-V/def2-TZVPD",
  "homo_ev": -11.48,
  "multiplicity": 1,
  "elements": ["C", "C", "H", "H", "H", "H", "H", "H", "C", "C", "H", "H", "H", "H", "H", "H"],
  "positions_angstrom": [[-0.814, 1.858, -1.886], [0.120, 2.142, -0.698], [-0.350, 1.162, -2.565], [-1.661, 1.348, -1.415], [-1.343, 2.658, -2.401], [0.526, 1.157, -0.513], [0.954, 2.779, -1.008], [-0.357, 2.633, 0.134], [1.099, -2.065, 1.293], [-0.409, -1.852, 1.377], [1.412, -2.128, 0.269], [1.719, -1.240, 1.647], [1.474, -3.007, 1.690], [-1.004, -2.375, 0.620], [-0.860, -2.273, 2.278], [-0.506, -0.796, 1.177]]
}

Entry 3:
{
  "formula": "C4H21NO6",
  "method": "ωB97M-V/def2-TZVPD",
  "homo_ev": -8.66,
  "multiplicity": 1,
  "elements": ["C", "C", "C", "O", "C", "N", "H", "H", "H", "H", "H", "H", "H", "H", "H", "H", "H", "O", "H", "H", "O", "H", "H", "O", "H", "H", "O", "H", "H", "O", "H", "H"],
  "positions_angstrom": [[-13.647, 17.879, 8.836], [-14.715, 18.001, 7.779], [-14.156, 18.630, 6.513], [-13.139, 17.696, 6.002], [-12.598, 18.060, 4.748], [-15.170, 16.658, 7.585], [-13.133, 18.837, 8.911], [-12.836, 17.170, 8.672], [-13.923, 17.796, 9.887], [-15.440, 18.686, 8.220], [-13.814, 19.640, 6.741], [-14.998, 18.830, 5.851], [-12.298, 19.106, 4.799], [-13.338, 17.908, 3.961], [-11.708, 17.454, 4.578], [-15.134, 16.139, 8.450], [-14.426, 16.303, 7.001], [-16.349, 13.421, 11.397], [-16.370, 13.639, 12.329], [-16.107, 12.495, 11.372], [-15.562, 9.760, 12.334], [-15.069, 9.787, 13.155], [-15.783, 8.836, 12.218], [-16.087, 9.135, 7.853], [-16.167, 9.299, 6.913], [-15.332, 9.657, 8.124], [-15.566, 14.828, 15.139], [-15.059, 15.398, 15.717], [-16.406, 14.721, 15.585], [-19.922, 13.874, 10.238], [-20.421, 14.322, 10.921], [-19.027, 13.843, 10.576]]
}

Number 1: LUMO level 1.40 eV, Kohn-Sham gap 6.43 eV. Number 2: LUMO level 1.07 eV, Kohn-Sham gap 12.56 eV. Number 3: LUMO level 0.49 eV, Kohn-Sham gap 9.15 eV.